ORCA calculation (the ωB97M-V functional and the def2-TZVPD basis) on 3 unconnected molecules or ions with the total composition C23H42ClF5N4O8PS at a distorted geometry.

Results
HOMO-LUMO gap: 5.9 eV
LUMO energy: -4.97 eV

ORCA input file:
```
! RIJCOSX wB97M-V def2-TZVPD def2/J DEFGRID3
* xyz 1 1
C 2.402 -3.653 -3.700
N 2.167 -3.026 -2.362
C 0.737 -3.158 -2.092
N 0.309 -2.597 -0.799
C -1.075 -2.082 -0.754
C -2.128 -3.189 -1.057
O -2.367 -3.181 -2.479
C -2.403 -4.470 -2.961
O -2.208 -4.703 -4.079
C 1.275 -1.869 -0.107
N 1.891 -2.462 1.034
C 2.593 -3.738 0.667
C 4.054 -3.545 0.175
C 4.992 -3.462 1.403
Cl 4.500 -5.083 -0.708
P 0.565 -2.936 2.172
C 1.325 -3.285 3.849
C -0.152 -4.590 1.669
N 1.697 -0.655 -0.377
C 1.170 0.106 -1.536
C 0.186 1.258 -1.112
O 0.540 2.368 -1.216
O -1.058 0.940 -0.683
S 2.908 0.156 0.578
O 4.178 -0.476 0.446
O 3.031 1.485 0.087
C 2.557 0.307 2.394
F 3.273 1.349 2.801
F 3.019 -0.710 3.108
C 1.060 0.596 2.823
F 0.918 1.849 3.194
F 0.819 -0.119 3.929
F 0.140 0.246 1.932
H 2.199 -2.890 -4.478
H 1.681 -4.471 -3.894
H 3.405 -4.094 -3.784
H 2.422 -2.048 -2.497
H 0.510 -4.247 -2.076
H 0.151 -2.766 -2.964
H -1.195 -1.324 -1.559
H -1.295 -1.559 0.190
H -1.684 -4.145 -0.725
H -3.032 -2.960 -0.469
H -2.636 -5.313 -2.274
H 2.053 -4.369 -0.059
H 2.657 -4.335 1.599
H 4.189 -2.737 -0.552
H 5.999 -3.081 1.162
H 4.574 -2.885 2.248
H 5.131 -4.498 1.771
H 1.169 -4.354 4.085
H 2.412 -3.106 3.879
H 0.757 -2.688 4.578
H -0.036 -4.808 0.596
H -1.234 -4.621 1.905
H 0.310 -5.437 2.216
H 0.626 -0.514 -2.267
H 2.000 0.589 -2.080
H -1.237 1.339 0.188
C -2.556 5.050 2.694
C -3.025 3.897 3.567
C -3.091 2.753 2.570
O -2.081 3.011 1.580
C -1.598 4.355 1.743
H -2.086 5.860 3.250
H -3.402 5.462 2.138
H -2.274 3.683 4.333
H -3.976 4.080 4.065
H -4.060 2.721 2.063
H -2.909 1.780 3.032
H -0.589 4.300 2.165
H -1.542 4.844 0.770
C -2.746 5.263 -2.464
C -1.873 6.388 -2.994
C -2.913 7.394 -3.460
O -4.054 7.229 -2.610
C -3.905 6.029 -1.847
H -2.239 4.612 -1.750
H -3.104 4.648 -3.294
H -1.279 6.813 -2.180
H -1.192 6.081 -3.787
H -3.227 7.194 -4.490
H -2.559 8.424 -3.400
H -3.687 6.312 -0.810
H -4.840 5.466 -1.864
*
```


ORCA calculation (the ωB97M-V functional and the def2-TZVPD basis) on a molecular structure, C23H42F15Mn2N6O21S5 at a distorted geometry.

Results
HOMO-LUMO gap (alpha / beta): 6.3 / 6.2 eV
expectation value of S²: 30.01
LUMO energy (alpha / beta): -0.37 / -0.67 eV

ORCA input file:
```
! RIJCOSX wB97M-V def2-TZVPD def2/J DEFGRID3
* xyz -1 11
Mn -2.243 -3.161 -2.374
Mn -0.801 -2.374 2.725
C -4.189 0.842 3.775
F -5.306 0.970 4.510
F -4.462 1.189 2.511
F -3.273 1.641 4.294
S -3.707 -1.021 3.828
O -2.543 -1.302 2.981
O -3.391 -1.297 5.251
O -4.905 -1.700 3.360
C -3.272 -6.121 1.211
F -3.818 -6.525 0.062
F -4.223 -5.644 1.984
F -2.665 -7.159 1.712
S -1.975 -4.772 0.740
O -0.794 -5.525 0.334
O -2.455 -4.144 -0.477
O -1.771 -3.862 1.847
C 3.691 -3.022 1.483
F 3.786 -2.288 2.557
F 3.659 -2.267 0.406
F 4.746 -3.894 1.366
S 2.069 -4.046 1.520
O 1.635 -4.244 0.142
O 2.306 -5.328 2.101
O 1.033 -3.273 2.297
C 2.258 0.705 4.210
F 2.276 0.559 2.877
F 3.312 -0.035 4.643
F 2.460 1.958 4.457
S 0.586 -0.041 4.873
O -0.316 1.141 5.090
O 0.085 -0.899 3.789
O 0.921 -0.815 6.079
C 1.092 -0.037 -0.896
F 1.919 -0.968 -1.212
F 1.659 0.762 0.062
F 0.885 0.756 -2.010
S -0.656 -0.685 -0.243
O -1.189 -1.520 -1.308
O -0.407 -1.463 0.953
O -1.484 0.500 0.018
C -0.018 5.187 2.038
O -0.247 6.415 2.292
N -0.882 4.230 2.392
C -0.745 2.893 1.893
C -2.002 4.337 3.399
H 0.891 4.819 1.538
H 0.104 2.609 1.271
H -1.585 2.652 1.242
H -0.821 2.109 2.646
H -2.987 4.174 2.963
H -1.929 3.740 4.308
H -2.057 5.323 3.861
C -3.756 2.588 -1.334
O -4.898 2.974 -1.016
N -2.841 3.371 -1.983
C -1.575 2.798 -2.503
C -3.123 4.767 -2.263
H -3.379 1.585 -1.080
H -1.477 1.736 -2.279
H -0.657 3.157 -2.038
H -1.521 2.709 -3.588
H -3.733 4.977 -3.141
H -3.655 5.052 -1.355
H -2.240 5.406 -2.271
C 6.135 0.912 3.135
O 7.111 1.220 3.743
N 5.830 1.315 1.881
C 4.741 0.632 1.199
C 6.732 2.129 1.041
H 5.356 0.302 3.618
H 4.101 1.417 0.797
H 4.246 -0.030 1.910
H 5.041 -0.001 0.364
H 7.466 2.633 1.669
H 7.419 1.571 0.404
H 6.225 2.837 0.385
C -4.943 -1.164 -1.867
O -4.037 -2.041 -1.866
N -5.994 -1.197 -1.059
C -6.198 -2.036 0.128
C -7.067 -0.214 -1.262
H -5.038 -0.341 -2.592
H -7.157 -2.552 0.185
H -6.291 -1.424 1.025
H -5.468 -2.838 0.234
H -8.061 -0.499 -0.918
H -6.833 0.697 -0.711
H -7.133 0.047 -2.318
C 6.134 -0.314 -4.658
O 7.322 -0.383 -4.994
N 5.810 -0.471 -3.324
C 4.432 -0.357 -2.949
C 6.770 -0.818 -2.264
H 5.305 -0.014 -5.317
H 3.834 0.006 -3.785
H 4.459 0.215 -2.021
H 4.052 -1.374 -2.860
H 6.466 -1.737 -1.762
H 7.808 -0.940 -2.575
H 6.728 -0.060 -1.482
C -1.595 -0.517 -4.361
O -2.171 -1.570 -3.970
N -0.265 -0.504 -4.640
C 0.368 0.611 -5.315
C 0.642 -1.661 -4.622
H -2.107 0.457 -4.365
H -0.182 1.546 -5.422
H 0.718 0.367 -6.318
H 1.311 0.878 -4.838
H 1.443 -1.498 -3.900
H 0.139 -2.562 -4.271
H 0.996 -1.870 -5.632
*
```


ORCA calculation (the ωB97M-V functional and the def2-TZVPD basis) on 4 unconnected molecules or ions with the total composition C23H42IN3O7 at a distorted geometry.

Results
HOMO-LUMO gap: 8.9 eV
ΔE to the lowest compared entry with this formula, charge and spin: 0.0 kJ/mol
LUMO energy: -0.26 eV
SMILES: O=C1O[C@H](I)[C@@H](CC(=O)c2ccccc2)O1.COC[C@@H](C)N.COC[C@@H](C)N.COC[C@@H](C)N

ORCA input file:
```
! RIJCOSX wB97M-V def2-TZVPD def2/J DEFGRID3
* xyz 0 1
O -0.314 -5.444 2.594
C -0.281 -4.391 2.056
O 0.272 -4.325 0.761
C 0.561 -2.934 0.556
I 2.758 -2.917 0.897
C -0.263 -2.136 1.621
C -1.303 -1.019 1.158
C -2.440 -1.518 0.167
O -2.413 -1.290 -1.032
C -3.592 -2.352 0.820
C -3.961 -2.114 2.218
C -5.013 -2.939 2.807
C -5.679 -3.960 1.997
C -5.300 -4.146 0.603
C -4.230 -3.352 -0.023
O -0.747 -3.160 2.510
H 0.290 -2.577 -0.472
H 0.523 -1.508 2.130
H -0.794 -0.139 0.688
H -1.758 -0.631 2.113
H -3.494 -1.346 2.870
H -5.285 -2.752 3.868
H -6.490 -4.587 2.443
H -5.812 -4.896 -0.040
H -3.926 -3.511 -1.085
C 0.188 0.331 -3.166
O 0.960 -0.685 -3.781
C 0.241 -1.527 -4.671
C -0.049 -0.910 -6.052
C -1.151 0.146 -6.045
N 1.160 -0.332 -6.652
H -0.827 -0.008 -2.935
H 0.160 1.214 -3.810
H 0.675 0.626 -2.234
H 0.881 -2.402 -4.822
H -0.679 -1.890 -4.193
H -0.391 -1.724 -6.700
H -0.804 1.113 -5.680
H -1.521 0.311 -7.059
H -1.998 -0.170 -5.431
H 1.854 -1.068 -6.763
H 1.575 0.288 -5.956
C 0.260 5.799 -1.917
O 0.163 4.550 -1.257
C -0.976 4.402 -0.422
C -2.293 4.115 -1.168
C -2.884 5.327 -1.882
N -2.139 3.022 -2.136
H -0.099 6.623 -1.292
H -0.291 5.773 -2.860
H 1.307 5.977 -2.161
H -0.757 3.540 0.216
H -1.075 5.268 0.246
H -3.024 3.799 -0.416
H -2.388 5.541 -2.829
H -3.936 5.150 -2.115
H -2.829 6.221 -1.255
H -1.855 2.182 -1.636
H -1.327 3.244 -2.713
C 6.723 0.500 4.979
O 6.220 -0.123 3.812
C 5.301 -1.180 4.048
C 3.878 -0.727 4.425
C 3.748 -0.199 5.850
N 3.369 0.287 3.492
H 6.874 -0.214 5.794
H 6.053 1.302 5.299
H 7.682 0.959 4.736
H 5.239 -1.726 3.102
H 5.708 -1.881 4.789
H 3.232 -1.609 4.351
H 4.106 0.826 5.954
H 2.699 -0.193 6.155
H 4.294 -0.828 6.557
H 3.350 -0.112 2.555
H 4.078 1.018 3.427
*
```


ORCA calculation (the ωB97M-V functional and the def2-TZVPD basis) on a molecular structure, C23H42N3NiOP2 at a distorted geometry.

Results
HOMO-LUMO gap (alpha / beta): 6.9 / 8.7 eV
expectation value of S²: 2.01
LUMO energy (alpha / beta): -2.89 / -3.82 eV

ORCA input file:
```
! RIJCOSX wB97M-V def2-TZVPD def2/J DEFGRID3
* xyz 1 3
Ni 0.284 -0.868 -0.183
P 1.775 -0.063 -1.482
P -1.584 -1.419 0.700
N -1.264 -0.542 -2.394
C 0.925 0.204 -3.103
H 1.448 0.960 -3.703
H 0.966 -0.756 -3.640
C -0.529 0.625 -2.906
H -0.622 1.448 -2.176
H -0.956 0.956 -3.870
C -2.490 -0.222 -1.652
H -3.337 -0.078 -2.348
H -2.322 0.718 -1.102
C -2.783 -1.386 -0.708
H -2.652 -2.339 -1.243
H -3.821 -1.324 -0.351
C -2.501 -0.384 1.957
C -1.612 0.092 3.103
H -2.217 0.695 3.795
H -0.790 0.724 2.750
H -1.181 -0.747 3.666
C -1.561 -3.174 1.313
C -0.988 -3.299 2.728
H -0.802 -4.362 2.933
H -1.685 -2.934 3.496
H -0.033 -2.772 2.846
C 3.105 -1.321 -1.814
C 4.189 -1.325 -0.732
H 4.820 -2.212 -0.878
H 3.774 -1.385 0.281
H 4.843 -0.444 -0.791
C 2.597 1.595 -1.252
C 3.083 1.830 0.177
H 3.572 2.813 0.229
H 3.809 1.070 0.496
H 2.257 1.833 0.896
C 1.185 -0.682 1.382
C -2.886 -3.923 1.171
H -3.647 -3.551 1.866
H -3.286 -3.877 0.154
H -2.708 -4.979 1.411
C 3.709 -1.274 -3.218
H 4.371 -2.142 -3.333
H 2.949 -1.333 -4.003
H 4.313 -0.374 -3.380
C 3.697 1.918 -2.266
H 3.960 2.980 -2.155
H 4.616 1.344 -2.082
H 3.386 1.776 -3.308
C -3.790 -1.010 2.493
H -3.593 -1.837 3.189
H -4.328 -0.238 3.062
H -4.468 -1.356 1.704
H -2.781 0.501 1.362
H 1.762 2.291 -1.432
H -0.839 -3.631 0.615
H 2.534 -2.262 -1.724
O 1.508 -0.057 2.338
H -1.546 -1.073 -3.199
H 1.350 -1.719 0.828
N -0.015 4.738 4.236
C -0.326 4.358 3.172
C -0.713 3.865 1.871
C 0.136 3.985 0.765
C -0.264 3.401 -0.445
N -1.375 2.670 -0.563
C -2.240 2.664 0.454
C -1.949 3.239 1.698
H 1.089 4.507 0.833
H 0.349 3.536 -1.342
H -3.205 2.171 0.297
H -2.671 3.170 2.512
*
```


For each record above, in turn, the calculated DFT total energy values are -3421.1815, -8601.2878, -1890.1030, -3331.8074 Ha.